[1]
C16H22InO24S5 | wB97M-V/def2-TZVPD

**Highest occupied orbital energy**: -13.08 eV
**Gap between HOMO and LUMO**: 4.6 eV
**Charge**: +1
**Calculated total energy**: -125421.5025 eV

Positions of all 68 atoms, in Å:
In (-3.4972, -2.7318, -2.2135)
C (0.2363, -0.5148, 0.1878)
C (-0.9460, -0.8364, -0.5570)
C (-1.1842, -0.1133, -1.9176)
O (-2.1982, -0.3814, -2.5176)
C (-0.3131, 0.9872, -2.2540)
C (0.8037, 1.2766, -1.5256)
C (1.1228, 0.4633, -0.2965)
O (2.1729, 0.6402, 0.3089)
O (1.5066, 2.2549, -1.7975)
O (-1.7510, -1.7060, -0.2874)
H (0.4519, -0.9712, 1.1478)
H (-0.6358, 1.5368, -3.1313)
C (-3.1366, -0.2964, 5.1063)
C (-2.6930, 1.1920, 5.0618)
O (-1.2926, 1.1431, 4.8365)
S (-0.5898, -0.3106, 4.9322)
O (0.3995, -0.2726, 5.9838)
O (-0.1331, -0.8392, 3.6657)
O (-1.9623, -1.0150, 5.4422)
H (-3.4390, -0.5336, 4.0853)
H (-3.8557, -0.5034, 5.8899)
H (-2.7547, 1.6875, 6.0341)
H (-3.1654, 1.7970, 4.2921)
C (3.4864, -1.0856, 4.0337)
C (3.0330, -1.6829, 2.6988)
O (4.1037, -1.5445, 1.8184)
S (5.1671, -0.3496, 2.2462)
O (4.8822, 0.9164, 1.5947)
O (6.5324, -0.8247, 2.3478)
O (4.7032, -0.3827, 3.8070)
H (3.6296, -1.9008, 4.7423)
H (2.6782, -0.5056, 4.4778)
H (2.1494, -1.1594, 2.3228)
H (2.7762, -2.7383, 2.7962)
C (-0.6375, 3.0142, -6.0305)
C (0.1926, 2.3550, -7.1424)
O (-0.7628, 1.7909, -8.0090)
S (-2.0568, 2.8046, -8.1784)
O (-3.2124, 1.9869, -8.1540)
O (-1.8933, 3.7708, -9.2253)
O (-1.7774, 3.4753, -6.7093)
H (-0.1778, 3.8830, -5.5577)
H (-0.9202, 2.3348, -5.2189)
H (0.8270, 1.5754, -6.7286)
H (0.7476, 3.1093, -7.7036)
C (-1.1394, 3.2060, 1.1034)
C (-1.1240, 2.4036, 2.4211)
O (-2.3753, 1.7048, 2.4299)
S (-3.3568, 2.0418, 1.1537)
O (-4.6785, 2.4296, 1.5270)
O (-3.2355, 0.9838, 0.1729)
O (-2.4789, 3.3454, 0.6995)
H (-0.6088, 2.6648, 0.3138)
H (-0.6929, 4.1951, 1.1733)
H (-1.0882, 3.0910, 3.2614)
H (-0.3170, 1.6777, 2.3809)
C (1.4199, -4.1196, 0.0488)
C (2.3728, -3.9980, -1.1286)
O (1.4880, -3.9806, -2.2229)
S (0.2422, -5.0272, -1.9632)
O (0.5463, -6.3072, -2.5062)
O (-0.9662, -4.3712, -2.3833)
O (0.3939, -5.0068, -0.3520)
H (0.9732, -3.1792, 0.3961)
H (1.8655, -4.4725, 0.9812)
H (3.0314, -4.8752, -1.1649)
H (3.1118, -3.2017, -1.0460)

[2]
C3H9O3 | wB97M-V/def2-TZVPD

**Highest occupied orbital energy**: -3.51 eV
**Gap between HOMO and LUMO**: 7.2 eV
**Charge**: -1
**Calculated total energy**: -9399.1303 eV

Positions of all 15 atoms, in Å:
C (0.2357, -0.6056, -0.3715)
O (1.4262, 0.0289, -0.0719)
C (-0.5153, -0.9171, 0.9373)
C (-1.1914, 0.3216, 1.4462)
O (-2.4383, 0.5484, 0.7071)
H (-0.3806, -0.0461, -1.1047)
H (0.3267, -1.5704, -0.9308)
H (0.3389, -1.0911, 1.5900)
H (-1.2115, -1.7595, 0.9376)
H (-1.5042, 0.2691, 2.4952)
H (-0.5694, 1.2089, 1.3607)
H (-2.3794, 1.4279, 0.3059)
H (2.4183, 1.3462, -2.3048)
H (1.9951, 0.0917, -1.0118)
O (2.3225, 0.3892, -2.3388)

[3]
C6H9O6Zn | wB97M-V/def2-TZVPD

**Highest occupied orbital energy**: -5.42 eV
**Gap between HOMO and LUMO**: 8.7 eV
**Charge**: -1
**Calculated total energy**: -67075.2537 eV

Positions of all 22 atoms, in Å:
Zn (0.2494, 0.1479, -0.0178)
C (1.4054, -3.3100, 1.5287)
C (1.1515, -2.0372, 0.8493)
O (0.5624, -1.9163, -0.2761)
O (1.5756, -0.9590, 1.3427)
H (0.7635, -3.6739, 2.3310)
H (2.3259, -3.2781, 2.1117)
H (1.3839, -4.0651, 0.7429)
C (2.0423, 3.1313, -2.1086)
C (1.2717, 2.0811, -1.3121)
O (1.7784, 0.9521, -1.2073)
O (0.2926, 2.1844, -0.6249)
H (3.0027, 3.5188, -1.7685)
H (1.4007, 3.9509, -2.4325)
H (2.3023, 2.6142, -3.0322)
C (-3.7072, 0.1401, 0.6418)
C (-2.2148, 0.0397, 0.4120)
O (-1.7704, -0.2448, -0.6583)
O (-1.3895, 0.3605, 1.2927)
H (-4.1691, -0.8202, 0.8710)
H (-4.2624, 0.4976, -0.2255)
H (-3.9949, 0.6864, 1.5401)

[4]
C46H45BN9O4ScTe | wB97M-V/def2-TZVPD

**Highest occupied orbital energy (alpha / beta)**: -8.04 / -10.18 eV
**Spin multiplicity**: 2
**Gap between HOMO and LUMO (alpha / beta)**: 5.8 / 7.8 eV
**Charge**: +1
**Calculated total energy**: -98700.1739 eV

Positions of all 107 atoms, in Å:
Sc (0.9138, -0.0203, 1.0271)
C (1.5939, 0.8301, -4.5704)
N (0.9299, 0.8012, -3.2764)
C (1.4791, 0.7371, -2.0691)
N (0.5193, 0.7785, -1.1486)
C (-0.6227, 0.8535, -1.8885)
N (-0.4182, 0.8824, -3.1804)
C (1.6627, -0.5012, -5.2826)
C (2.5740, -0.6261, -6.3263)
C (2.6449, -1.7986, -7.0618)
C (1.8113, -2.8619, -6.7598)
C (0.9074, -2.7427, -5.7102)
C (0.8320, -1.5642, -4.9716)
C (0.0239, -3.8669, -5.4084)
N (-0.1925, -4.9208, -6.1163)
N (-1.1136, -5.6821, -5.4160)
C (-1.3699, -5.0392, -4.3317)
O (-0.6836, -3.8702, -4.2523)
C (-2.2595, -5.4166, -3.2373)
C (-3.1365, -6.4830, -3.3920)
C (-3.9572, -6.8461, -2.3372)
C (-3.9039, -6.1588, -1.1345)
C (-3.0280, -5.0906, -0.9772)
C (-2.9954, -4.3508, 0.3437)
N (-1.7838, -3.5661, 0.5117)
C (-1.5753, -2.2860, 0.2289)
N (-0.2929, -1.9940, 0.3885)
C (0.2502, -3.1941, 0.7773)
N (-0.6249, -4.1623, 0.8716)
C (-2.2090, -4.7222, -2.0315)
H (2.6015, 1.2096, -4.4055)
H (1.0561, 1.5549, -5.1809)
H (2.5362, 0.6333, -1.8728)
H (-1.6115, 0.9034, -1.4585)
H (3.2336, 0.1995, -6.5685)
H (3.3573, -1.8846, -7.8710)
H (1.8499, -3.7850, -7.3216)
H (0.1077, -1.4859, -4.1711)
H (-3.1597, -7.0180, -4.3318)
H (-4.6393, -7.6781, -2.4488)
H (-4.5397, -6.4627, -0.3109)
H (-3.0374, -5.0568, 1.1707)
H (-3.8424, -3.6681, 0.4310)
H (-2.3511, -1.6105, -0.0939)
H (1.3011, -3.3158, 0.9846)
H (-1.5027, -3.9079, -1.9311)
O (3.8437, -0.7321, -0.7478)
B (3.1756, -0.8247, 0.5097)
O (4.0928, -1.3931, 1.4255)
C (5.2655, -1.6245, 0.7455)
C (6.4425, -2.1596, 1.2149)
C (7.4852, -2.2872, 0.2972)
C (7.3336, -1.8917, -1.0280)
C (6.1320, -1.3516, -1.4882)
C (5.1161, -1.2301, -0.5695)
H (6.5474, -2.4661, 2.2469)
H (8.4294, -2.7035, 0.6215)
H (8.1608, -2.0058, -1.7154)
H (6.0047, -1.0446, -2.5179)
C (3.8329, 2.1135, 2.5519)
C (2.4845, 2.6684, 2.2016)
O (2.3328, 3.8777, 1.9519)
N (1.4070, 1.8385, 2.1860)
Te (-0.0242, 3.0808, 1.5649)
C (-0.5594, 4.4644, 3.0737)
C (-0.9346, 4.1237, 4.3729)
C (-0.9111, 2.7107, 4.8846)
C (-1.3312, 5.1457, 5.2279)
C (-1.3501, 6.4743, 4.8268)
C (-1.7647, 7.5664, 5.7733)
C (-0.9429, 6.7793, 3.5326)
C (-0.5385, 5.7992, 2.6393)
C (-0.0584, 6.2123, 1.2676)
C (-1.6166, 1.6453, 1.7330)
C (-1.6842, 0.4357, 2.4510)
C (-0.6179, -0.1457, 3.3619)
C (-2.8491, -0.3349, 2.3665)
C (-3.9388, 0.0338, 1.6080)
C (-5.1716, -0.8237, 1.5275)
C (-3.8603, 1.2396, 0.9058)
C (-2.7383, 2.0453, 0.9598)
C (-2.7838, 3.3647, 0.2193)
H (4.1688, 2.5960, 3.4702)
H (4.5393, 2.3755, 1.7655)
H (3.8135, 1.0353, 2.6874)
H (0.0040, 2.2052, 4.5792)
H (-1.7692, 2.1455, 4.5160)
H (-0.9488, 2.7002, 5.9726)
H (-1.6235, 4.8931, 6.2410)
H (-2.1963, 7.1581, 6.6851)
H (-2.4959, 8.2292, 5.3102)
H (-0.9021, 8.1754, 6.0495)
H (-0.9279, 7.8151, 3.2120)
H (-0.0649, 7.2963, 1.1794)
H (-0.6955, 5.8177, 0.4723)
H (0.9637, 5.8682, 1.0958)
H (0.2747, 0.4628, 3.4647)
H (-0.3537, -1.1571, 3.0215)
H (-1.0227, -0.2825, 4.3655)
H (-2.8920, -1.2569, 2.9393)
H (-5.1581, -1.6123, 2.2785)
H (-5.2588, -1.2882, 0.5418)
H (-6.0700, -0.2245, 1.6752)
H (-4.7121, 1.5693, 0.3211)
H (-3.7606, 3.5049, -0.2381)
H (-2.0359, 3.4214, -0.5755)
H (-2.6216, 4.2065, 0.8991)

[5]
BCuFH2O | wB97M-V/def2-TZVPD

**Highest occupied orbital energy**: -16.15 eV
**Gap between HOMO and LUMO**: 9.5 eV
**Charge**: +1
**Calculated total energy**: -50107.0506 eV

Positions of all 6 atoms, in Å:
O (1.3062, 0.1282, 0.3908)
B (0.0713, 0.5245, 0.1288)
F (-0.8690, -0.4621, -0.0147)
H (1.9422, 0.2503, -0.3203)
H (-0.2977, 1.6503, 0.1019)
Cu (-2.1530, -2.0912, -0.2865)

[6]
C3H33NO15S2 | wB97M-V/def2-TZVPD

**Highest occupied orbital energy**: -9.11 eV
**Gap between HOMO and LUMO**: 8.7 eV
**Charge**: 0
**Calculated total energy**: -57517.4008 eV

Positions of all 54 atoms, in Å:
N (0.1927, -0.0568, -0.0177)
C (0.0643, 1.2891, 0.6165)
C (-1.3931, 1.2238, 1.2376)
O (-1.6344, -2.3094, 4.2901)
O (-1.7655, 1.8935, 2.1568)
C (-0.0600, 2.5985, -0.2321)
S (1.7156, 3.1855, -0.9210)
S (1.9243, 2.3186, -2.7191)
H (0.9269, 0.0170, -0.5955)
H (0.0991, -0.8752, 0.6104)
H (0.7637, 1.5331, 1.5142)
H (-1.9173, -1.5653, 3.7417)
H (-0.3075, 3.4996, 0.3128)
H (-0.7565, 2.4535, -1.1512)
H (2.9778, 1.5161, -2.4460)
H (2.3086, 2.3825, 2.7187)
H (2.2247, 0.7402, 2.7944)
O (2.6890, 1.5550, 2.6195)
H (-3.5473, -0.0136, -1.4269)
H (-4.3427, -0.7436, -2.3213)
O (-3.9203, 0.1536, -2.3104)
H (-0.5300, -1.2784, -4.3065)
H (-0.4536, -0.8722, -2.8248)
O (-0.0143, -1.2917, -3.5246)
H (-0.4051, 2.9628, 2.5477)
H (0.4715, 4.1068, 3.0774)
O (0.5117, 3.2459, 2.6401)
H (-2.6078, 0.9192, -4.2170)
H (-2.5572, -0.6455, -3.6323)
O (-2.2004, -0.0636, -4.3443)
H (3.5659, -0.7986, -1.1832)
H (4.7062, -1.3384, -1.8837)
O (3.7851, -1.2856, -1.9439)
H (1.3944, -2.5194, 0.3282)
H (2.9731, -2.1437, 0.4594)
O (2.1983, -2.6673, 0.8939)
H (-0.6842, -2.5352, -2.5292)
H (-0.6898, -4.0294, -3.0573)
O (-1.1382, -3.4129, -2.4662)
H (-1.6272, -1.5744, 0.4115)
H (-1.3845, -2.8925, -0.4002)
O (-1.0698, -2.3437, 0.3176)
H (-3.0191, 0.2106, 1.0062)
H (-0.3084, -3.0785, 1.9959)
O (-2.0931, 0.1898, 0.6598)
H (1.0783, -3.2725, 2.5440)
H (-0.9685, -2.6556, 3.7794)
O (0.1680, -3.3058, 2.8412)
H (4.0945, -0.4015, 1.5563)
H (4.3419, 0.5147, 0.2023)
O (4.4369, -0.3931, 0.7131)
H (-2.2133, 4.2304, 0.0997)
H (-3.1539, 3.9404, 1.2946)
O (-2.8498, 3.6835, 0.4731)

Q: Which of these has the highest calculated total energy?
A: C3H9O3

Q: Look up the charge of the first one.
A: +1